[1]
The following is a DFT calculation (ωB97M-V/def2-TZVPD) of a structure of composition C13H21CsNO5 at a distorted geometry.

Summary:
Total energy (eV): -26085.1604

Structure (ORCA input):
```
! RIJCOSX wB97M-V def2-TZVPD def2/J DEFGRID3
* xyz 1 1
C 0.223 -2.714 0.268
C 0.026 -1.526 0.264
C 0.051 -0.004 0.052
O 0.928 0.434 -0.902
C 2.266 0.786 -0.505
C 3.128 -0.436 -0.203
C 4.594 -0.357 -0.685
C 5.419 0.576 0.226
O 0.281 0.542 1.364
C -0.904 0.274 2.046
O -0.993 0.154 3.216
O -1.911 0.148 1.145
C -1.401 0.476 -0.155
C -1.471 2.016 -0.395
N -1.632 2.893 0.738
C -2.103 -0.244 -1.305
O -3.496 -0.196 -1.182
C -4.086 -1.250 -0.415
C -5.147 -0.673 0.507
H 0.443 -3.759 0.284
H 2.713 1.297 -1.358
H 2.275 1.497 0.317
H 2.663 -1.345 -0.634
H 3.116 -0.576 0.888
H 4.628 0.027 -1.706
H 5.084 -1.343 -0.679
H 4.798 1.356 0.664
H 6.203 1.061 -0.354
H 5.913 0.020 1.021
H -2.328 2.177 -1.050
H -0.592 2.312 -0.972
H -0.991 2.747 1.502
H -2.583 2.936 1.070
H -1.839 0.298 -2.216
H -1.751 -1.275 -1.429
H -3.318 -1.751 0.182
H -4.532 -1.972 -1.104
H -5.733 0.066 -0.038
H -4.681 -0.209 1.375
H -5.820 -1.461 0.847
Cs 2.560 -3.001 -0.692
*
```



[2]
The following is a DFT calculation (ωB97M-V/def2-TZVPD) of a cluster of 8 separate species, C5H27N2O7 in total at a distorted geometry.

Summary:
Energy above the lowest of the compared OMol25 structures with the same formula, charge and spin (kcal/mol): 45.8
Total energy (eV): -22930.1181

Structure (ORCA input):
```
! RIJCOSX wB97M-V def2-TZVPD def2/J DEFGRID3
* xyz 1 1
C 1.047 -0.296 3.142
C 1.372 1.159 2.938
C 0.123 2.022 2.661
C -0.606 1.655 1.389
C -0.036 1.957 0.214
N -0.623 1.626 -1.095
N -1.931 1.297 1.476
H 1.890 -0.967 3.298
H 0.405 -0.712 2.364
H 0.474 -0.504 4.043
H 1.871 1.539 3.826
H 2.103 1.308 2.142
H 0.484 3.023 2.498
H -0.571 1.980 3.500
H 0.859 2.547 0.196
H -1.301 2.311 -1.396
H 0.216 1.563 -1.736
H -0.914 0.656 -1.087
H -2.461 0.930 0.703
H -2.200 0.924 2.377
H 1.238 -2.242 0.698
H 0.338 -2.667 1.859
O 0.446 -2.745 0.894
H -3.188 -2.182 -0.664
H -1.725 -1.628 -0.458
O -2.522 -1.565 -1.017
H 0.746 -2.305 -2.280
H 1.957 -3.295 -2.014
O 1.394 -2.617 -1.631
H 2.266 1.199 -2.326
H 1.425 0.226 -3.235
O 1.381 1.029 -2.694
H -3.494 0.740 -2.502
H -2.253 0.733 -3.500
O -2.549 0.682 -2.585
H -1.329 -1.530 -2.467
H -1.306 -2.299 -3.736
O -0.783 -1.627 -3.293
H 2.363 -0.589 0.575
H 2.694 -1.072 -0.816
O 2.700 -0.264 -0.264
*
```



[3]
The following is a DFT calculation (ωB97M-V/def2-TZVPD) of an isolated molecule of H2N2O3S at a distorted geometry.

Summary:
Energy above the lowest of the compared OMol25 structures with the same formula, charge and spin (kcal/mol): 113.7
Total energy (eV): -19982.9595

Structure (ORCA input):
```
! RIJCOSX wB97M-V def2-TZVPD def2/J DEFGRID3
* xyz 0 1
N 0.364 2.475 1.926
N -0.457 1.496 1.947
O 0.299 3.391 2.695
O 1.242 2.289 0.963
O -0.473 -0.715 -0.721
S 0.130 0.768 0.237
H -1.488 -0.585 -0.843
H 0.930 -0.199 0.651
*
```



[4]
The following is a DFT calculation (ωB97M-V/def2-TZVPD) of a structure of composition C27H39BBeBr3CaClCsF3N2O12PS2 at a distorted geometry.

Summary:
Total energy (eV): -337975.1762

Structure (ORCA input):
```
! RIJCOSX wB97M-V def2-TZVPD def2/J DEFGRID3
* xyz 1 1
C 6.242 -2.359 1.251
C 7.420 -1.333 0.673
C 6.875 0.193 0.395
F 7.562 1.251 1.170
C 5.217 0.181 0.619
C 4.154 -0.294 -0.582
C 4.860 -0.799 -1.984
C 5.086 0.575 -2.893
F 4.110 -1.865 -2.698
C 2.500 -0.244 -0.335
C 1.428 -0.659 -1.521
C 1.180 -2.277 -1.382
F 0.195 0.162 -1.548
C 2.012 0.253 1.185
P 0.144 0.334 1.715
S -0.144 -0.416 3.527
C 3.086 0.712 2.373
N 2.836 1.200 3.786
S 4.347 1.616 4.633
N 5.446 1.167 3.323
C 4.701 0.697 2.093
H 5.831 -1.979 2.279
H 6.779 -3.401 1.472
H 5.410 -2.600 0.453
H 8.321 -1.303 1.432
H 7.776 -1.823 -0.352
H 7.026 0.474 -0.756
H 5.958 -1.236 -1.818
H 6.008 0.333 -3.600
H 5.486 1.407 -2.141
H 4.117 0.892 -3.468
H 1.982 -0.450 -2.557
H 2.157 -2.712 -0.853
H 0.282 -2.569 -0.690
H 1.156 -2.760 -2.451
H -0.231 1.741 1.826
H -0.728 -0.395 0.813
O 0.008 -1.003 6.672
H 0.536 -0.765 5.931
Ca 3.572 -2.215 0.209
C -3.533 -2.795 -2.822
C -3.914 -2.566 -1.382
C -2.805 -3.283 -0.643
O -1.634 -3.200 -1.468
C -2.023 -2.727 -2.765
H -3.967 -2.068 -3.512
H -3.851 -3.797 -3.135
H -3.881 -1.494 -1.156
H -4.908 -2.940 -1.125
H -3.040 -4.343 -0.504
H -2.598 -2.840 0.335
H -1.668 -1.695 -2.865
H -1.545 -3.336 -3.538
Br 0.292 1.871 -0.167
Be -4.508 -3.740 -4.934
Cl -0.908 3.231 1.999
B 3.593 6.059 6.890
O 2.433 6.245 7.768
C 2.835 7.022 8.784
O 2.112 7.375 9.702
C 4.224 7.363 8.619
O 4.887 8.057 9.373
O 4.701 6.803 7.499
O 3.926 4.638 6.756
C 3.843 4.340 5.452
O 4.058 3.232 4.988
C 3.466 5.513 4.706
O 3.306 5.575 3.498
O 3.311 6.552 5.538
Br 0.972 6.713 -0.133
C 0.041 7.782 1.207
C -1.200 7.078 1.702
Br -2.649 7.201 0.402
H -0.164 8.755 0.752
H 0.762 7.910 2.019
H -1.585 7.563 2.604
H -1.044 6.014 1.906
Cs 0.892 5.406 4.619
C -9.833 -7.044 -6.612
O -10.531 -5.808 -6.507
C -10.583 -5.327 -5.160
C -9.540 -4.232 -4.917
O -8.209 -4.750 -5.009
C -7.602 -4.463 -6.265
H -9.594 -7.213 -7.666
H -8.898 -7.040 -6.044
H -10.473 -7.858 -6.262
H -10.463 -6.152 -4.447
H -11.581 -4.901 -5.012
H -9.663 -3.852 -3.897
H -9.679 -3.392 -5.607
H -7.285 -3.413 -6.287
H -8.277 -4.661 -7.102
H -6.721 -5.100 -6.373
*
```